(1)
Here is a molecular structure, C8H15FeNOS5Sb from the OMol25 dataset. Energies are from wB97M-V/def2-TZVPD.

Cartesian coordinates (Å):
Fe -0.88 0.51 -0.05
C -4.91 -1.27 1.43
C -3.75 -0.39 1.07
S -2.42 -1.13 0.20
C -3.70 0.91 1.38
C -4.81 1.63 2.09
S -2.32 1.89 0.90
H -4.77 -2.28 1.03
H -5.85 -0.88 1.04
H -5.02 -1.37 2.52
H -5.65 1.83 1.43
H -4.46 2.59 2.48
H -5.18 1.05 2.93
S 2.42 0.46 -2.98
Sb 2.52 1.93 -1.21
S 0.26 2.42 -0.55
S 3.90 1.32 0.50
C 2.31 -0.04 3.31
C 1.26 -0.10 2.31
N 0.46 -0.13 1.50
H 1.90 0.27 4.27
H 3.05 0.68 2.95
H 2.79 -1.01 3.41
C -1.41 -0.75 -3.47
C -0.55 -1.50 -2.48
O 0.02 -0.61 -1.51
H -1.80 -1.45 -4.22
H -0.83 0.02 -3.97
H -2.25 -0.29 -2.96
H 0.29 -1.99 -2.98
H -1.11 -2.25 -1.93
H 0.79 -0.15 -1.95

Computed properties:
HOMO (spin up / spin down) = -4.041 / -4.678 eV
calculated total energy = -107181.8010 eV
multiplicity = 5
orbital gap (spin up / spin down) = 0.21817 / 0.22989 Eh
lowest unoccupied orbital energy (spin up / spin down) = 1.896 / 1.578 eV
total charge = -1
ΔE to the lowest compared entry with this formula, charge and spin = 0.00 kcal/mol
strongest force on any atom = 0.5 eV/A


(2)
Here is a gas-phase ion, C2H10N3 (charge +2) in a non-equilibrium geometry from the OMol25 dataset. Energies are from wB97M-V/def2-TZVPD.

Cartesian coordinates (Å):
C -0.86 -0.56 1.14
N 0.25 -1.37 1.43
H -1.84 -1.03 1.24
H -0.92 0.36 1.73
H 0.17 -1.59 2.43
H 0.16 -2.33 1.08
N -0.78 0.08 -0.30
C 0.54 0.81 -0.47
N 0.86 1.12 -1.81
H -1.49 0.60 -0.83
H -0.61 -0.81 -0.80
H 0.45 1.74 0.12
H 1.27 0.21 0.12
H 1.60 0.53 -2.22
H 0.83 2.10 -2.13

Computed properties:
HOMO (spin up / spin down) = -20.045 / -19.522 eV
calculated total energy = -6684.9864 eV
multiplicity = 2
orbital gap (spin up / spin down) = 0.44381 / 0.18711 Eh
lowest unoccupied orbital energy (spin up / spin down) = -7.968 / -14.431 eV
total charge = +2
ΔE to the lowest compared entry with this formula, charge and spin = 47.10 kcal/mol
strongest force on any atom = 3.4 eV/A


(3)
Here is C4H5N3O2S in the gas phase in a non-equilibrium geometry from the OMol25 dataset. Energies are from wB97M-V/def2-TZVPD.

Cartesian coordinates (Å):
C 1.95 0.50 0.78
C -0.03 0.03 0.18
C 0.62 0.62 -0.97
C -1.57 -0.43 0.21
N 0.75 0.05 1.26
N 1.86 0.84 -0.54
N -2.01 -0.56 -1.14
O -2.50 0.59 -3.41
O -3.13 1.61 -1.23
S -2.22 0.86 -2.01
H 2.78 0.50 1.36
H -1.81 -1.26 0.85
H -2.11 0.54 0.63
H 2.65 1.23 -1.07
H -1.79 -1.43 -1.69

Computed properties:
HOMO (spin up / spin down) = -9.138 / -8.534 eV
calculated total energy = -23624.2336 eV
orbital gap (spin up / spin down) = 0.28322 / 0.22811 Eh
lowest unoccupied orbital energy (spin up / spin down) = -1.431 / -2.327 eV
ΔE to the lowest compared entry with this formula, charge and spin = 113.25 kcal/mol
strongest force on any atom = 4.5 eV/A